1.
ORCA calculation (wB97M-V/def2-TZVPD) on a structure of composition C18H21N5O2PtS2Si in a non-equilibrium geometry.

For the total energy, the calculation gives -63348.34297 eV. Its relative energy (zero: lowest compared OMol25 entry of this formula, charge and spin) is 101.3 kJ/mol. The HOMO-LUMO gap comes out at 7.37 eV. The max |F| comes out at 1.3 eV/Å. Its HOMO energy is -7.79 eV.

Geometry as ORCA input:
```
! RIJCOSX wB97M-V def2-TZVPD def2/J DEFGRID3
* xyz 0 1
C -0.7570 3.5926 0.8926
H 0.5711 5.6308 -2.7302
H -0.2410 4.5426 0.8454
C 0.7203 2.3371 -2.7094
Pt -2.5770 -0.6427 0.7707
S 0.2468 -1.7438 2.6918
H -0.8569 3.6256 3.0524
H -2.8249 4.2955 -2.6175
C -1.7218 1.7030 -0.1244
C -3.4517 -3.5704 -0.0473
N -1.0690 -4.2435 1.1964
C 3.2905 -0.9589 0.1939
C -1.7194 1.8593 2.2169
C -1.8570 -5.1687 0.6623
N -2.6773 -2.6377 0.4722
S -2.3111 0.5565 -1.3105
H 1.1613 5.1942 -1.1374
H 1.6902 0.1300 1.1076
C -1.0999 3.0901 2.1472
C -2.0411 3.7172 -3.1055
H 1.5085 2.1251 -1.9873
H -1.4973 -6.1879 0.7311
N 5.0144 -2.3383 -0.7784
H 5.6189 -3.1221 -0.5949
Si -0.5339 3.5452 -1.9918
C -1.5115 -3.0023 1.1252
C 3.4294 -3.2912 0.7762
H 0.2564 1.3912 -2.9795
H -0.4177 5.9584 -1.3167
H 1.9253 -3.9970 2.1351
N -0.9555 -1.8798 1.6029
H -4.3567 -3.2379 -0.5387
C 2.3194 -3.1532 1.5881
H -1.7695 4.2332 -4.0265
H -2.4607 2.7495 -3.3720
O 0.1645 -0.3754 3.1391
C 2.1845 -0.8265 1.0080
C -3.0705 -4.9046 0.0426
C -1.0466 2.9148 -0.2831
H 5.5135 -1.4945 -1.0077
H 1.1880 2.7514 -3.6029
C 1.7009 -1.9185 1.7072
N -2.0157 1.2088 1.0922
C 3.9313 -2.1950 0.0687
C 0.2687 5.2383 -1.7603
H -1.9676 1.3631 3.1424
O 0.2030 -2.8091 3.6530
H 3.9135 -4.2544 0.6833
H -3.6753 -5.6954 -0.3693
H 3.6632 -0.1044 -0.3534
*
```

Atomic partial charges in e from the Mulliken method, atoms 1 to 5:
1. C -0.037
2. H 0.312
3. H 0.380
4. C -0.924
5. Pt 0.393

***

2.
ORCA calculation (wB97M-V/def2-TZVPD) on a structure of composition C18H38BeCl5FILiN4O5 in a non-equilibrium geometry.

For the total energy, the calculation gives -109492.45075 eV. Its relative energy (zero: lowest compared OMol25 entry of this formula, charge and spin) is 279.0 kJ/mol. The HOMO-LUMO gap comes out at 2.34 eV. The max |F| comes out at 5.5 eV/Å. Its HOMO energy is -6.31 eV.

Geometry as ORCA input:
```
! RIJCOSX wB97M-V def2-TZVPD def2/J DEFGRID3
* xyz 0 1
C -2.3074 1.5293 -0.5117
H -1.7659 0.3461 -3.4627
C -0.6169 -6.3504 -2.1623
H -1.9735 -2.9374 3.1714
C 4.6927 -2.1348 -4.9043
Be -2.2302 -0.7144 5.2960
H -1.3247 -6.0122 -1.3974
H -0.6996 -0.8382 2.8957
C -0.0349 -8.4139 -0.8538
H 1.0711 3.2403 -0.8536
C 0.5037 -7.1681 -1.5402
C 5.2779 4.0767 3.8629
H 0.5757 -6.1088 0.0996
C -4.0628 -2.2280 2.8499
H 4.0121 7.6164 4.3978
H -1.1626 -6.9323 -2.9096
C -2.5100 -2.2336 2.4232
C -5.6104 1.4966 -0.6339
Cl 4.7112 -3.8386 -5.4119
H -2.7609 2.2973 -1.2114
O 1.3109 4.1536 -0.7712
H -0.5631 -9.0578 -1.5619
Li -6.0102 3.7646 -1.3520
H -2.3686 -0.1962 3.3360
H 4.1629 5.3358 0.6852
H 3.0874 6.6189 1.3181
C 3.8593 5.8939 1.5718
H 0.7801 -8.9858 -0.4014
H 5.9553 3.2235 3.8159
H -0.7241 2.9362 -2.5880
F 0.8024 -2.9934 -5.0357
Cl 5.2619 -1.1128 -6.2444
H 0.2442 -0.6969 0.4921
Cl 3.0411 -1.6674 -4.4617
I -2.3684 -3.1921 0.4743
H -5.1220 0.5048 -0.9375
C -0.6862 -0.0363 0.3508
O 1.2028 -6.3683 -0.5887
H -4.3615 -3.2864 3.1593
H -6.4006 2.0023 -1.3208
C -5.1954 2.1333 0.5668
H -4.7762 0.4686 2.0523
C -0.0286 0.9206 -1.7986
C -1.7805 -0.8067 2.5311
H 2.4678 4.4646 2.1327
O 3.1922 1.3556 -1.9133
H 4.7076 6.3972 2.0350
H 3.0082 5.4531 3.4074
H -5.5465 3.2095 0.7585
H -0.7224 -8.1473 -0.0439
C 4.1524 3.8676 2.9039
O 3.2646 7.1242 4.7277
H -4.6651 -1.9722 1.8938
H -0.2170 -5.4526 -2.6419
Cl 5.7684 -1.9242 -3.5026
C -4.2236 1.3380 1.5586
N -1.8146 0.0089 1.2841
H -4.2470 -1.4283 3.6449
H 1.2213 -7.4558 -2.3132
O 3.8253 2.8157 2.4100
H 3.8834 1.4012 -1.2546
N 3.2726 4.9470 2.5498
H 4.8802 4.1748 4.8745
C -2.8557 0.9449 0.8376
H 0.0692 -0.1903 -2.2382
H -2.4202 1.8351 -3.6232
Cl -0.5169 -1.3368 -3.4013
H 5.8365 4.9761 3.5989
C -0.4162 1.9108 -3.0335
N -1.5514 1.2903 -3.8230
H -3.9373 2.0582 2.4218
H 0.5175 2.0541 -3.6723
H 1.0029 1.1720 -1.3088
N -1.0436 0.8607 -0.7052
*
```

Atomic partial charges in e from the Mulliken method, atoms 1 to 5:
1. C -0.074
2. H 0.192
3. C -0.980
4. H 0.479
5. C 0.285

***

3.
ORCA calculation (wB97M-V/def2-TZVPD) on a structure of composition C17H23EuF5NO2P2 in a non-equilibrium geometry.

For the total energy, the calculation gives -75062.81881 eV. Its relative energy (zero: lowest compared OMol25 entry of this formula, charge and spin) is 1279.0 kJ/mol. The HOMO-LUMO gap (alpha / beta) comes out at 4.77 / 5.25 eV. The max |F| comes out at 6.7 eV/Å. As for the expectation value of S²: 15.806. Its HOMO energy (alpha / beta) is -8.51 / -9.61 eV.

Geometry as ORCA input:
```
! RIJCOSX wB97M-V def2-TZVPD def2/J DEFGRID3
* xyz 1 8
C 3.4708 -1.6772 -0.2226
H 3.2877 -2.6749 -0.6614
H 3.0091 4.9528 -0.0257
C -3.0173 -2.0497 2.6373
H 0.9709 -3.3399 -3.4961
H -0.6941 -3.0451 -1.7977
F -3.4976 -1.7029 3.8131
C -2.8814 -3.5800 0.8437
H -2.7461 3.5500 0.3338
H 0.5256 0.2868 -4.4472
H -3.7475 2.8226 -1.7940
C -1.9882 -2.6518 0.2329
H 3.6057 -0.9464 -1.0341
C 2.9496 2.8987 0.6331
O 1.1244 -3.1979 -2.4604
F -1.4649 -3.1561 -1.3520
H 2.0105 -3.4573 -1.9940
C -2.4375 2.5898 0.7683
Eu -0.1231 -1.1164 -1.4144
H 3.8824 0.4044 1.4795
C 2.4694 -2.2035 2.3457
H -1.4965 2.8055 1.2777
F -4.2270 -4.1064 2.7476
C -2.1279 -1.2016 1.9364
H -0.2197 1.6016 -3.8821
C 2.5411 3.9834 -0.0849
C -0.9820 3.0750 -0.8434
H -3.1716 2.1902 1.4590
H -1.0360 3.6033 -1.7615
H 0.9143 4.6568 -1.3987
C 2.7682 0.4875 1.4124
O -0.3644 0.6829 -3.9781
H 2.0292 -1.7717 3.2531
H 4.4293 -1.7397 0.3148
C -3.3847 -3.2543 2.0971
C -1.5825 -1.4628 0.6959
H 2.0088 -3.1929 2.2311
N 1.0529 1.4839 -0.2405
F -3.1922 -4.7463 0.2605
C 2.2372 1.6877 0.5263
C 0.4556 2.7241 -0.6340
F -1.7796 -0.0477 2.5889
H 3.5393 -2.3633 2.5418
C -3.4122 1.7823 -1.7680
H 2.4677 0.5771 2.4922
P -1.9264 1.5525 -0.6867
H -3.2024 1.4976 -2.8031
H -4.2911 1.1810 -1.4930
C 1.3600 3.8558 -0.7911
H 3.8142 2.9371 1.2756
P 2.0703 -1.1849 0.8672
*
```

Atomic partial charges in e from the Mulliken method, atoms 1 to 5:
1. C -1.396
2. H 0.263
3. H 0.424
4. C -0.154
5. H 0.336

***

4.
ORCA calculation (wB97M-V/def2-TZVPD) on a structure of composition C24H30F3InO8S in a non-equilibrium geometry.

For the total energy, the calculation gives -65913.23556 eV. Its relative energy (zero: lowest compared OMol25 entry of this formula, charge and spin) is 0.0 kJ/mol. The HOMO-LUMO gap comes out at 2.83 eV. The max |F| comes out at 3.0 eV/Å. Its HOMO energy is 0.40 eV.

Geometry as ORCA input:
```
! RIJCOSX wB97M-V def2-TZVPD def2/J DEFGRID3
* xyz -2 1
C 0.7785 -0.8857 1.2852
H -3.3723 1.4409 3.7251
C 1.0485 -1.1490 -2.1560
C 3.7589 -0.5426 -0.9070
O 0.3229 -1.5800 0.1022
C -4.6032 2.4875 0.2912
H -5.0515 3.0312 1.1183
C 2.5373 0.8784 0.6918
In -2.2000 -1.2104 -0.3144
H -4.5634 0.4367 -2.3577
C -2.7849 -0.6176 3.0339
H 5.7310 3.3112 2.8076
H 0.0684 -1.4992 -2.5174
H 2.1834 -3.6083 -1.8494
H 2.8266 -0.8330 1.9634
H 1.7864 -1.3739 -2.9384
H 0.6333 -1.5778 2.1272
H 5.5173 3.3373 -2.9280
C -3.0845 1.6915 -1.2616
C -4.8810 -1.1620 2.2326
H 3.4576 -0.3053 -1.9358
C 1.4453 -3.3707 -1.0698
C 6.0606 2.3619 2.3814
H 0.1464 0.0034 1.4422
O -4.7510 -1.0783 -0.3707
H 1.7560 -3.8732 -0.1438
H -6.3311 1.3183 -0.4985
H -5.7131 -1.7149 1.8286
H -1.7218 -0.6904 3.2829
H 2.6181 1.5596 1.5486
C 3.8470 0.7722 -0.0838
C 2.2435 -0.5690 1.0689
O 4.8797 1.7826 1.8071
C -5.7607 -2.1518 -2.5623
O 3.4629 2.9793 -0.9970
H 0.9851 -0.0605 -2.0239
H 5.7917 4.0703 -1.3304
C -5.2826 1.5930 -0.5678
H -3.2360 -2.6840 2.2328
H 1.7859 1.2611 -0.0125
C 5.9729 3.1784 -1.9420
H 0.4656 -3.7603 -1.3792
H 4.7429 -1.0252 -0.9201
C -4.3581 1.0982 -1.5256
C 2.7295 -1.4005 -0.1450
C -4.9402 0.1523 2.7695
C 5.0401 0.8133 0.8793
O 6.0395 0.1255 0.7894
H 3.2263 -2.3123 0.2234
C -3.5603 -1.6619 2.4329
C 1.4101 -1.8592 -0.8497
O 5.4784 1.9976 -1.2922
H -5.8335 0.7644 2.7851
H -2.4443 3.1081 0.3588
C -3.2363 2.5299 -0.1122
F -6.7568 -3.0368 -2.7287
O -3.4354 -2.8430 -1.3729
O -5.5704 -3.3923 -0.2148
F -6.3139 -0.9079 -2.5776
H 7.0438 2.9960 -2.0606
H 6.8115 2.5380 1.6083
H 6.4906 1.7298 3.1605
C -3.6489 0.4985 3.2528
S -4.8092 -2.4249 -0.9644
C 4.2043 2.0267 -0.8583
H -2.1811 1.5329 -1.8576
F -4.9021 -2.2443 -3.6037
*
```

Atomic partial charges in e from the Mulliken method, atoms 1 to 5:
1. C -1.091
2. H 0.343
3. C -1.963
4. C -1.334
5. O -0.440